No. 1
An isolated molecule of C4H8O2 in a non-equilibrium geometry. Source: OMol25; level of theory: wB97M-V/def2-TZVPD.

Each line ends with the Löwdin charge.
Positions of all 14 atoms, in Å:
C 1.07 0.95 -1.02  -0.0633
C 0.47 -0.26 -0.25  -0.2609
C -0.71 -0.85 -0.92  -0.3072
O -1.45 -0.22 -1.63  0.0553
C -0.48 0.12 1.06  -0.1797
O -1.27 -0.94 1.63  -0.0874
H 1.32 0.70 -2.06  0.0878
H 1.99 1.33 -0.57  0.0747
H 0.33 1.74 -1.08  0.0742
H 1.27 -1.00 -0.07  0.1421
H -0.96 -1.84 -0.48  0.1282
H 0.18 0.52 1.82  0.1102
H -1.19 0.89 0.70  0.1254
H -1.68 -0.59 2.44  0.1006

Properties
Structure (SMILES)   C[C@H](C=O)CO
HOMO-LUMO gap   10.19 eV

***

No. 2
An isolated molecule of C4H8O2. Source: OMol25; level of theory: wB97M-V/def2-TZVPD.

Each line ends with the Löwdin charge.
Positions of all 14 atoms, in Å:
C 0.80 -1.36 -0.43  -0.0089
C -0.06 -0.20 0.00  -0.4946
C 0.66 1.14 0.18  -0.1980
O -0.08 2.03 0.98  -0.0521
C -1.48 -0.15 -0.31  -0.0814
O -1.03 -0.53 0.99  -0.0273
H 1.40 -1.73 0.41  0.0921
H 1.49 -1.06 -1.23  0.0876
H 0.18 -2.19 -0.79  0.0860
H 0.69 1.58 -0.83  0.1331
H 1.70 1.03 0.53  0.1270
H -0.38 1.55 1.77  0.0969
H -1.91 -0.93 -0.95  0.1197
H -1.96 0.82 -0.32  0.1199

Properties
Structure (SMILES)   C[C@@]1(CO)CO1
HOMO-LUMO gap   11.24 eV

***

No. 3
A structure of composition C4H8O2. Source: OMol25; level of theory: wB97M-V/def2-TZVPD.

Each line ends with the Löwdin charge.
Positions of all 14 atoms, in Å:
O 1.64 -1.95 -0.22  -0.0549
C 1.41 -0.59 -0.53  -0.2162
C 0.25 -0.11 0.31  -0.3305
C -0.39 1.28 0.23  -0.0789
C -1.69 0.48 0.18  -0.1740
O -0.98 -0.73 -0.13  -0.0977
H 0.78 -2.39 -0.30  0.0887
H 2.33 -0.05 -0.27  0.1299
H 1.21 -0.44 -1.60  0.1286
H 0.47 -0.41 1.34  0.1527
H -0.23 1.94 1.09  0.1072
H -0.18 1.82 -0.70  0.1127
H -2.44 0.74 -0.58  0.1156
H -2.19 0.40 1.16  0.1168

Properties
HOMO-LUMO gap   10.90 eV

***

No. 4
A cluster of 2 separate species, C4H8O2 in total in a non-equilibrium geometry. Source: OMol25; level of theory: wB97M-V/def2-TZVPD.

Each line ends with the Löwdin charge.
Positions of all 14 atoms, in Å:
C -1.82 1.76 0.28  -0.0788
O -1.01 1.19 -0.58  -0.1472
C -0.30 0.07 -0.23  -0.1592
C 2.03 -1.33 -0.52  -0.0790
C 0.39 -0.23 0.88  -0.1196
O 1.46 -1.03 0.76  -0.1271
H -2.53 2.45 -0.15  0.0467
H -3.39 0.18 0.01  0.0762
H -1.63 1.69 1.34  0.0619
H -0.21 -0.56 -1.10  0.1151
H 1.70 -0.83 -1.46  0.0917
H 3.08 -1.07 -0.42  0.0910
H 1.84 -2.39 -0.65  0.0939
H 0.23 0.05 1.92  0.1344

Properties
HOMO-LUMO gap (spin up / spin down)   8.99 / 7.49 eV

***

No. 5
An isolated molecule of C4H8O2 in a non-equilibrium geometry. Source: OMol25; level of theory: wB97M-V/def2-TZVPD.

Each line ends with the Löwdin charge.
Positions of all 14 atoms, in Å:
C -1.60 0.29 -1.10  -0.0306
C -0.87 0.51 0.23  -0.2482
O -0.69 -0.83 0.69  -0.0516
C 0.46 -0.03 0.59  -0.2613
C 1.55 -0.36 -0.39  -0.2177
O 1.94 -1.71 -0.25  -0.0460
H -0.96 0.32 -1.98  0.0698
H -2.44 0.98 -1.19  0.0686
H -2.03 -0.73 -1.08  0.0919
H -1.23 1.25 0.98  0.1400
H 0.80 0.11 1.62  0.1481
H 2.42 0.26 -0.14  0.1291
H 1.24 -0.12 -1.42  0.1171
H 1.13 -2.23 -0.32  0.0909

Properties
Structure (SMILES)   C[C@H]1O[C@H]1CO
HOMO-LUMO gap   11.07 eV

***

No. 6
An isolated molecule of C4H8O2 in a non-equilibrium geometry. Source: OMol25; level of theory: wB97M-V/def2-TZVPD.

Each line ends with the Löwdin charge.
Positions of all 14 atoms, in Å:
O 2.06 0.86 -0.40  -0.0112
C 0.98 0.35 0.33  -0.3961
C -0.40 1.00 0.22  -0.0643
C -1.07 -0.37 -0.10  -0.3584
O -1.68 -0.63 -1.34  -0.0276
C 0.34 -1.01 -0.05  -0.0637
H 2.83 0.45 0.01  0.0945
H 1.25 0.36 1.41  0.1415
H -0.65 1.93 -0.31  0.1237
H -0.47 1.17 1.28  0.0981
H -1.74 -0.67 0.71  0.1382
H -2.57 -0.26 -1.35  0.0933
H 0.61 -1.36 -1.04  0.1244
H 0.50 -1.79 0.70  0.1078

Properties
Structure (SMILES)   O[C@H]1C[C@@H](O)C1
HOMO-LUMO gap   10.63 eV

***

No. 7
A cluster of 2 separate species, C4H8O2 in total in a non-equilibrium geometry. Source: OMol25; level of theory: wB97M-V/def2-TZVPD.

Each line ends with the Löwdin charge.
Positions of all 14 atoms, in Å:
C 2.65 -0.67 -0.45  -0.0237
C 2.03 -0.04 0.53  -0.2410
C 1.50 1.39 0.42  -0.1186
H 2.88 -1.72 -0.38  0.0475
H 3.04 -0.18 -1.33  0.0580
H 1.81 -0.51 1.48  0.0912
H 1.11 1.48 -0.59  0.0583
H 2.30 2.08 0.69  0.0714
H 0.67 1.55 1.11  0.0658
O -1.69 -1.09 0.58  0.0755
C -1.62 -0.23 -0.24  -0.3954
O -2.68 0.38 -0.81  0.0685
H -0.70 0.17 -0.68  0.1160
H -3.46 -0.12 -0.50  0.1265

Properties
Structure (SMILES)   C=CC.O=CO
HOMO-LUMO gap   10.56 eV

***

No. 8
An isolated molecule of C4H8O2. Source: OMol25; level of theory: wB97M-V/def2-TZVPD.

Each line ends with the Löwdin charge.
Positions of all 14 atoms, in Å:
C 1.47 -0.61 0.70  -0.0350
C 0.48 0.40 0.17  -0.4317
O 1.15 1.51 -0.39  -0.0112
C -0.52 -0.17 -0.80  -0.2631
C -1.90 -0.35 -0.33  -0.1129
O -1.55 0.73 -1.18  -0.0240
H 2.10 -1.01 -0.10  0.0876
H 2.12 -0.12 1.43  0.0846
H 0.93 -1.43 1.18  0.0865
H -0.11 0.79 1.02  0.1437
H 0.62 2.23 -0.03  0.0931
H -0.15 -0.80 -1.61  0.1566
H -2.12 -0.06 0.70  0.1146
H -2.54 -1.12 -0.75  0.1111

Properties
Structure (SMILES)   C[C@@H](O)[C@H]1CO1
HOMO-LUMO gap   11.15 eV

***

No. 9
A structure of composition C4H8O2. Source: OMol25; level of theory: wB97M-V/def2-TZVPD.

Each line ends with the Löwdin charge.
Positions of all 14 atoms, in Å:
C 1.50 0.71 0.57  0.0268
C 0.44 -0.11 0.46  -0.3672
O -0.30 -0.44 1.56  -0.0164
C -1.51 -0.50 0.79  -0.0820
C -0.71 -0.41 -0.53  -0.3197
O -1.00 0.61 -1.43  -0.0106
H 1.52 1.33 1.46  0.0615
H 2.40 0.73 -0.02  0.0286
H 1.67 -0.17 -1.49  0.0861
H 1.58 -0.86 -1.23  0.0934
H -2.10 0.40 1.01  0.1278
H -2.09 -1.40 0.99  0.1221
H -0.72 -1.34 -1.10  0.1460
H -0.68 1.44 -1.05  0.1037

Properties
HOMO-LUMO gap   9.88 eV

***

No. 10
An isolated molecule of C4H8O2 in a non-equilibrium geometry. Source: OMol25; level of theory: wB97M-V/def2-TZVPD.

Each line ends with the Löwdin charge.
Positions of all 14 atoms, in Å:
C -1.66 -0.26 -0.44  -0.0547
C -0.28 0.33 -0.32  -0.5136
O -0.21 1.33 0.69  -0.0390
C 0.69 -0.72 0.08  -0.1343
C 2.15 0.09 0.24  -0.1058
O 2.38 -0.77 1.08  -0.0370
H -2.37 0.51 -0.78  0.0765
H -1.68 -1.08 -1.16  0.0869
H -2.00 -0.63 0.53  0.0897
H 0.09 0.73 -1.28  0.1436
H -0.79 2.05 0.42  0.0980
H 0.88 -1.50 -0.65  0.1207
H 0.28 -1.21 1.01  0.1400
H 2.51 1.13 0.56  0.1289

Properties
Structure (SMILES)   C[C@@H](O)CC=O
HOMO-LUMO gap   8.89 eV

***

No. 11
A cluster of 2 separate species, C4H8O2 in total. Source: OMol25; level of theory: wB97M-V/def2-TZVPD.

Each line ends with the Löwdin charge.
Positions of all 14 atoms, in Å:
O -0.05 0.93 2.17  0.0094
C 0.70 0.17 1.60  -0.2826
C 1.21 0.33 0.18  -0.1752
C 0.42 -0.73 -0.54  -0.1232
C -0.65 -0.48 -1.30  -0.2191
O -1.57 -1.39 -1.68  0.0139
H 0.99 -0.79 2.07  0.1249
H 1.00 1.34 -0.19  0.1069
H 2.29 0.15 0.15  0.1139
H 0.62 -1.76 -0.24  0.1127
H -0.88 0.51 -1.69  0.1062
H -1.50 -2.15 -1.09  0.1062
H -1.51 1.99 -0.10  0.0573
H -1.24 1.85 0.58  0.0485

Properties
Structure (SMILES)   O=CC/C=C/O.[H][H]
HOMO-LUMO gap   9.79 eV

***

No. 12
An isolated molecule of C4H8O2 in a non-equilibrium geometry. Source: OMol25; level of theory: wB97M-V/def2-TZVPD.

Each line ends with the Löwdin charge.
Positions of all 14 atoms, in Å:
C 1.66 -0.29 -0.28  -0.0464
C 0.46 -0.21 0.63  -0.2138
C -0.68 0.69 0.35  -0.3733
O -0.82 1.54 -0.75  -0.0122
C -0.92 -0.76 0.23  -0.2727
O -1.15 -1.26 -1.04  0.0138
H 2.07 -1.31 -0.27  0.0814
H 1.39 -0.04 -1.31  0.0803
H 2.45 0.40 0.04  0.0799
H 0.65 -0.27 1.70  0.1366
H -1.14 1.24 1.24  0.1650
H -1.22 2.01 0.07  0.1195
H -1.50 -1.23 1.02  0.1449
H -1.25 -0.50 -1.63  0.0970

Properties
Structure (SMILES)   C[C@H]1[C@@H](O)[C@H]1O
HOMO-LUMO gap   10.05 eV